Entry 1:
12 unconnected molecules or ions with the total composition C66H147B3F12N8O2, computed with ωB97M-V/def2-TZVPD.

Structure (XYZ):
```
238
Properties=species:S:1:pos:R:3
C 29.604 15.859 18.116
C 28.672 17.080 17.916
C 27.471 16.537 17.244
N 26.351 17.555 17.071
C 26.803 18.710 16.254
C 25.149 16.909 16.487
C 24.077 16.937 17.554
C 24.383 18.199 18.262
C 25.897 18.067 18.446
H 29.100 14.963 18.520
H 30.460 16.048 18.753
H 30.003 15.516 17.162
H 29.167 17.906 17.360
H 28.491 17.459 18.950
H 27.005 15.765 17.885
H 27.682 16.074 16.277
H 27.739 19.045 16.672
H 26.097 19.534 16.166
H 26.968 18.321 15.247
H 24.880 17.358 15.490
H 25.534 15.898 16.278
H 23.096 16.972 17.094
H 24.235 16.082 18.221
H 24.224 19.012 17.546
H 23.921 18.449 19.228
H 26.352 19.000 18.746
H 26.181 17.273 19.161
C 11.596 24.293 18.836
C 12.185 24.057 20.246
C 13.170 22.934 20.106
N 13.957 22.594 21.400
C 13.002 21.929 22.336
C 14.521 23.812 22.022
C 15.786 24.119 21.253
C 16.189 22.739 20.633
C 15.132 21.756 21.079
H 11.088 23.410 18.434
H 12.369 24.559 18.112
H 10.770 25.028 18.832
H 11.365 23.784 20.903
H 12.578 25.039 20.534
H 13.848 23.076 19.278
H 12.638 21.982 19.965
H 12.609 20.977 21.895
H 12.153 22.625 22.604
H 13.501 21.625 23.250
H 14.749 23.620 23.066
H 13.754 24.583 21.896
H 16.558 24.589 21.879
H 15.545 24.773 20.409
H 17.181 22.379 20.790
H 16.053 22.962 19.571
H 15.476 21.242 21.980
H 14.899 21.051 20.278
C 21.249 16.452 20.356
C 20.144 17.229 19.664
C 20.478 18.674 19.740
N 19.560 19.462 18.823
C 19.922 19.039 17.392
C 19.766 20.851 19.145
C 18.727 21.588 18.350
C 17.574 20.527 18.236
C 18.073 19.288 18.937
H 22.264 16.617 19.973
H 21.065 15.398 20.188
H 21.174 16.632 21.433
H 19.182 16.944 20.156
H 20.056 16.904 18.618
H 21.514 18.855 19.419
H 20.348 19.020 20.767
H 19.628 19.803 16.688
H 19.465 18.086 17.108
H 21.025 18.913 17.368
H 20.793 21.179 18.940
H 19.497 20.883 20.210
H 19.056 21.899 17.350
H 18.367 22.524 18.807
H 17.453 20.254 17.166
H 16.580 20.792 18.576
H 17.787 18.394 18.368
H 17.806 19.195 19.981
C 13.551 22.570 11.839
C 14.573 21.665 12.631
C 15.864 22.372 12.713
N 17.001 21.507 13.174
C 16.724 20.786 14.467
C 17.426 20.558 12.096
C 18.942 20.448 12.273
C 19.447 21.567 13.230
C 18.198 22.473 13.232
H 13.812 22.634 10.772
H 13.598 23.604 12.175
H 12.559 22.116 11.956
H 14.742 20.670 12.170
H 14.177 21.462 13.628
H 15.811 23.212 13.390
H 16.214 22.770 11.759
H 17.616 20.202 14.763
H 15.999 20.021 14.230
H 16.328 21.455 15.245
H 16.915 19.584 12.219
H 17.184 21.018 11.121
H 19.156 19.458 12.661
H 19.392 20.469 11.275
H 19.573 21.308 14.284
H 20.204 22.259 12.861
H 18.041 23.133 14.096
H 18.162 23.090 12.318
C 25.038 16.004 22.390
C 25.795 14.792 22.954
C 27.036 14.481 22.109
N 28.020 13.460 22.614
C 29.096 13.422 21.610
C 27.411 12.062 22.761
C 26.865 12.010 24.141
C 27.676 13.057 24.999
C 28.541 13.828 24.039
H 24.108 16.156 22.970
H 24.724 15.822 21.365
H 25.631 16.923 22.545
H 25.183 13.895 22.853
H 26.086 14.895 24.003
H 27.604 15.409 21.891
H 26.701 14.134 21.102
H 29.867 12.728 21.920
H 29.494 14.431 21.559
H 28.660 13.106 20.666
H 28.240 11.340 22.593
H 26.625 11.978 21.980
H 26.955 10.994 24.533
H 25.799 12.300 24.214
H 28.232 12.603 25.819
H 26.957 13.720 25.448
H 29.606 13.553 24.040
H 28.452 14.914 24.149
C 21.833 17.825 10.888
C 21.025 16.994 11.823
C 22.018 16.179 12.602
N 21.256 15.246 13.567
C 20.022 14.573 12.985
C 22.267 14.166 13.992
C 21.671 13.665 15.287
C 20.831 14.891 15.798
C 21.088 15.977 14.830
H 21.601 18.879 10.947
H 21.610 17.526 9.840
H 22.919 17.739 10.969
H 20.395 16.299 11.270
H 20.342 17.541 12.464
H 22.660 16.830 13.216
H 22.601 15.594 11.889
H 20.272 13.938 12.147
H 19.461 15.430 12.645
H 19.379 14.149 13.755
H 22.340 13.410 13.212
H 23.262 14.589 14.173
H 20.981 12.866 15.084
H 22.381 13.327 16.005
H 19.737 14.701 15.747
H 21.016 15.271 16.808
H 20.265 16.661 14.746
H 22.035 16.492 14.999
C 17.624 14.395 17.652
C 18.723 13.643 18.396
C 18.601 12.190 18.052
N 19.639 11.281 18.756
C 21.006 11.826 18.709
C 19.595 9.879 18.144
C 19.707 8.919 19.301
C 19.809 9.741 20.541
C 19.235 11.059 20.232
H 16.629 14.057 17.905
H 17.794 14.274 16.571
H 17.700 15.455 17.871
H 18.555 13.844 19.473
H 19.715 14.041 18.190
H 18.645 12.008 16.987
H 17.615 11.837 18.353
H 21.000 12.756 19.270
H 21.127 12.062 17.648
H 21.769 11.106 19.041
H 20.368 9.788 17.354
H 18.621 9.812 17.659
H 20.621 8.329 19.234
H 18.845 8.257 19.234
H 20.879 9.849 20.747
H 19.370 9.406 21.497
H 19.568 11.913 20.817
H 18.141 11.065 20.206
C 21.931 18.205 29.684
C 21.300 18.902 28.506
C 20.840 17.883 27.494
N 20.341 18.502 26.238
C 19.313 19.540 26.434
C 19.937 17.438 25.335
C 20.456 17.816 23.911
C 21.210 19.107 24.027
C 21.567 19.207 25.529
H 22.514 18.837 30.352
H 22.599 17.419 29.411
H 21.134 17.590 30.184
H 22.013 19.586 28.030
H 20.513 19.591 28.865
H 20.071 17.191 27.863
H 21.655 17.218 27.183
H 19.672 20.365 27.047
H 18.419 19.096 26.899
H 18.947 19.930 25.480
H 18.829 17.388 25.314
H 20.353 16.489 25.663
H 19.618 17.851 23.215
H 21.125 17.010 23.639
H 20.558 19.916 23.716
H 22.118 19.139 23.379
H 21.692 20.170 26.014
H 22.452 18.593 25.676
B 17.871 17.264 14.647
F 17.578 17.647 15.958
F 18.950 18.075 14.255
F 18.203 15.888 14.818
F 16.918 17.340 13.666
B 24.175 20.873 19.842
F 24.364 22.037 20.529
F 24.104 19.803 20.707
F 23.063 20.928 19.038
F 25.248 20.729 18.939
B 15.532 23.228 16.998
F 16.903 23.488 17.205
F 15.112 22.001 17.627
F 14.837 24.300 17.578
F 15.299 23.143 15.679
C 18.972 21.715 22.855
C 18.486 20.233 22.769
O 19.091 19.455 21.997
O 17.522 19.805 23.457
H 18.065 22.321 22.832
H 19.705 22.018 22.123
H 19.456 21.813 23.846
```

Its charge is +4. The value obtained for the LUMO energy is -7.77 eV. Its orbital gap is 6.480 eV. Its total energy is -4463.81065 hartree.

These are the Löwdin partial charges, in e, on atoms 1 to 99: number 1, C, carries -0.0852; number 2, C, carries -0.2203; number 3, C, carries -0.1607; number 4, N, carries -0.2595; number 5, C, carries 0.0375; number 6, C, carries -0.1201; number 7, C, carries -0.1702; number 8, C, carries -0.1654; number 9, C, carries -0.0700; number 10, H, carries 0.0657; number 11, H, carries 0.0800; number 12, H, carries 0.0854; number 13, H, carries 0.1305; number 14, H, carries 0.1287; number 15, H, carries 0.1342; number 16, H, carries 0.1494; number 17, H, carries 0.0968; number 18, H, carries 0.1278; number 19, H, carries 0.1181; number 20, H, carries 0.1526; number 21, H, carries 0.1228; number 22, H, carries 0.0991; number 23, H, carries 0.1190; number 24, H, carries 0.1321; number 25, H, carries 0.1049; number 26, H, carries 0.1291; number 27, H, carries 0.1298; number 28, C, carries -0.0782; number 29, C, carries -0.2170; number 30, C, carries -0.1006; number 31, N, carries -0.2716; number 32, C, carries 0.0127; number 33, C, carries -0.1149; number 34, C, carries -0.0906; number 35, C, carries -0.1346; number 36, C, carries -0.1016; number 37, H, carries 0.0804; number 38, H, carries 0.0732; number 39, H, carries 0.0913; number 40, H, carries 0.1094; number 41, H, carries 0.1173; number 42, H, carries 0.1030; number 43, H, carries 0.1438; number 44, H, carries 0.1259; number 45, H, carries 0.1283; number 46, H, carries 0.1023; number 47, H, carries 0.1419; number 48, H, carries 0.1204; number 49, H, carries 0.1260; number 50, H, carries 0.1214; number 51, H, carries 0.0846; number 52, H, carries 0.0809; number 53, H, carries 0.1320; number 54, H, carries 0.1384; number 55, C, carries -0.0768; number 56, C, carries -0.2325; number 57, C, carries -0.1349; number 58, N, carries -0.2245; number 59, C, carries 0.0439; number 60, C, carries -0.1222; number 61, C, carries -0.1170; number 62, C, carries -0.1159; number 63, C, carries -0.0853; number 64, H, carries 0.0635; number 65, H, carries 0.0479; number 66, H, carries 0.0646; number 67, H, carries 0.1391; number 68, H, carries 0.0855; number 69, H, carries 0.1230; number 70, H, carries 0.1029; number 71, H, carries 0.0925; number 72, H, carries 0.0763; number 73, H, carries 0.1111; number 74, H, carries 0.1448; number 75, H, carries 0.1176; number 76, H, carries 0.1105; number 77, H, carries 0.1083; number 78, H, carries 0.1015; number 79, H, carries 0.0893; number 80, H, carries 0.1222; number 81, H, carries 0.1263; number 82, C, carries -0.0574; number 83, C, carries -0.2165; number 84, C, carries -0.1844; number 85, N, carries -0.2496; number 86, C, carries 0.0519; number 87, C, carries -0.0923; number 88, C, carries -0.1365; number 89, C, carries -0.1052; number 90, C, carries -0.0847; number 91, H, carries 0.0795; number 92, H, carries 0.0791; number 93, H, carries 0.0817; number 94, H, carries 0.1207; number 95, H, carries 0.1141; number 96, H, carries 0.1287; number 97, H, carries 0.1338; number 98, H, carries 0.0941; number 99, H, carries 0.1071


Entry 2:
2 unconnected molecules or ions with the total composition C7H11NOS, computed with ωB97M-V/def2-TZVPD.

Structure (XYZ):
```
21
Properties=species:S:1:pos:R:3
C -0.682 -2.432 0.280
C 2.903 -1.027 0.430
C 1.922 -0.647 1.300
C -0.508 -1.320 -0.805
C -0.787 -0.380 0.377
C -2.917 0.760 -0.914
C 0.959 0.429 1.126
N -1.119 -1.380 1.223
O -0.641 -3.627 0.498
S -1.743 1.207 0.359
H 3.571 -1.845 0.519
H 2.766 -0.377 -0.467
H 1.669 -1.167 2.216
H 0.340 -1.383 -1.370
H -1.324 -1.349 -1.564
H -2.325 1.005 -1.843
H -3.912 1.217 -0.827
H -2.994 -0.410 -0.827
H 0.594 0.846 1.981
H 1.310 1.234 0.450
H -1.503 -1.376 2.158
```

Its charge is 0. The value obtained for the energy above the lowest of the compared OMol25 structures with the same formula, charge and spin is 3.1397 eV. The value obtained for the LUMO energy is 0.68 eV. Its orbital gap is 8.736 eV. Its total energy is -801.37369 hartree.

Per-atom natural (NBO) charges, elementary charge units: number 1, C, carries 0.7092; number 2, C, carries -0.4108; number 3, C, carries -0.2083; number 4, C, carries -0.5417; number 5, C, carries 0.1054; number 6, C, carries -0.7715; number 7, C, carries -0.4370; number 8, N, carries -0.7045; number 9, O, carries -0.5446; number 10, S, carries 0.2190; number 11, H, carries 0.2163; number 12, H, carries 0.1889; number 13, H, carries 0.1910; number 14, H, carries 0.2450; number 15, H, carries 0.2412; number 16, H, carries 0.2218; number 17, H, carries 0.2421; number 18, H, carries 0.2178; number 19, H, carries 0.1952; number 20, H, carries 0.2028; number 21, H, carries 0.4228


Entry 3:
A gas-phase ion, C4H11N2O (charge +1), computed with ωB97M-V/def2-TZVPD.

Structure (XYZ):
```
18
Properties=species:S:1:pos:R:3
N -0.651 1.243 -0.853
C -1.194 0.195 0.034
C -1.600 -0.977 -0.928
O -0.827 -1.781 -1.369
C -0.220 -0.274 1.106
C 1.136 -0.738 0.591
N 1.912 0.468 0.118
H -0.662 0.952 -1.827
H -1.246 2.065 -0.845
H -2.210 0.384 0.398
H -2.669 -0.982 -1.201
H -0.019 0.610 1.734
H -0.690 -0.945 1.819
H 1.676 -1.121 1.454
H 1.079 -1.433 -0.233
H 1.382 0.902 -0.654
H 1.946 1.183 0.851
H 2.857 0.249 -0.196
```

Its charge is +1. The value obtained for the energy above the lowest of the compared OMol25 structures with the same formula, charge and spin is 1.7172 eV. The value obtained for the LUMO energy is -3.27 eV. Its orbital gap is 10.241 eV. Its total energy is -343.50105 hartree.

Per-atom natural (NBO) charges, elementary charge units: number 1, N, carries -0.8756; number 2, C, carries -0.1642; number 3, C, carries 0.4327; number 4, O, carries -0.5095; number 5, C, carries -0.4356; number 6, C, carries -0.2299; number 7, N, carries -0.6852; number 8, H, carries 0.3853; number 9, H, carries 0.4013; number 10, H, carries 0.2245; number 11, H, carries 0.1381; number 12, H, carries 0.2127; number 13, H, carries 0.2652; number 14, H, carries 0.2314; number 15, H, carries 0.2639; number 16, H, carries 0.4682; number 17, H, carries 0.4348; number 18, H, carries 0.4418


Entry 4:
A molecular structure, C7H14MnOPS, computed with ωB97M-V/def2-TZVPD.

Structure (XYZ):
```
25
Properties=species:S:1:pos:R:3
C 1.055 -1.708 -1.223
C 1.009 -1.327 -2.601
C -0.361 -1.306 -2.995
C -1.164 -1.838 -1.953
C -0.288 -2.031 -0.817
Mn -0.221 -0.313 1.940
P 2.017 0.969 1.894
H 1.931 -1.731 -0.620
H 1.834 -0.989 -3.229
H -0.745 -1.013 -3.968
H -0.598 -2.403 0.153
H -2.230 -1.990 -1.971
H 1.934 2.390 1.664
H 3.147 0.608 1.089
H 2.641 0.945 3.214
C -3.639 2.151 0.367
S -1.890 1.832 0.636
C -1.770 2.570 2.254
O -1.849 0.298 0.970
H -3.741 3.254 0.326
H -4.250 1.748 1.186
H -3.942 1.734 -0.595
H -2.791 2.778 2.578
H -1.252 1.880 2.952
H -1.193 3.509 2.125
```

As for the spin multiplicity: 6. Its charge is -1. The value obtained for the LUMO energy (alpha / beta) is 2.35 / 2.38 eV. Its orbital gap (alpha / beta) is 3.773 / 3.889 eV. Its total energy is -2240.69890 hartree.

Per-atom natural (NBO) charges, elementary charge units: number 1, C, carries -0.3811; number 2, C, carries -0.3731; number 3, C, carries -0.3499; number 4, C, carries -0.3666; number 5, C, carries -0.4020; number 6, Mn, carries 0.1914; number 7, P, carries -0.1103; number 8, H, carries 0.1794; number 9, H, carries 0.1769; number 10, H, carries 0.1719; number 11, H, carries 0.1806; number 12, H, carries 0.1801; number 13, H, carries -0.0139; number 14, H, carries -0.0096; number 15, H, carries 0.0162; number 16, C, carries -0.8185; number 17, S, carries 1.2076; number 18, C, carries -0.8593; number 19, O, carries -1.0512; number 20, H, carries 0.2212; number 21, H, carries 0.2387; number 22, H, carries 0.2520; number 23, H, carries 0.2165; number 24, H, carries 0.2763; number 25, H, carries 0.2267